[1]
The following is a quantum chemistry calculation of the molecule C9H8, from the Open Molecules 2025 dataset.

Geometry as XYZ:
```
17
Properties=species:S:1:pos:R:3:forces:R:3
C -0.642 -1.883 0.335 2.0236 -0.6978 0.0560
C 0.400 -1.704 1.183 -2.2395 -1.4458 -1.3781
C -2.141 -0.236 -0.061 1.0868 -1.4925 -1.3082
C -0.898 0.127 -0.461 -1.4946 -1.8289 -1.0809
C -0.029 1.114 0.129 1.6316 0.4149 0.1533
C 1.355 0.532 0.475 -1.5442 -2.3727 -2.2313
C -1.974 -1.739 -0.422 4.9035 5.1571 1.9204
C 1.427 -0.926 0.934 0.0105 2.7106 2.2896
C -0.470 -1.257 -0.998 -3.5449 -0.2890 -1.9500
H -2.806 0.165 0.656 -0.5474 0.6426 0.5975
H 0.124 1.947 -0.534 -0.0324 0.7217 -0.0673
H -0.558 1.366 1.006 -0.2593 1.1657 1.1913
H 1.834 0.327 -0.497 0.2297 0.6248 -0.2042
H 2.032 1.120 1.017 0.5550 1.1250 0.9164
H -2.723 -2.375 -0.584 -2.2621 -2.9018 -1.0406
H 2.400 -0.974 1.313 1.6312 -1.5019 0.3816
H -0.124 -1.511 -2.044 -0.1476 -0.0320 1.7545
```
Forces are in eV/Å.

Properties
structure (SMILES): C1=CCCC2=C[C@@H]3C=1[C@H]23
highest occupied orbital energy (spin up / spin down): -7.83 / -7.83 eV
energy relative to the best compared isomer or geometry (same formula, charge and spin): 7.236 eV
F_max: 7.4 eV/A
Kohn-Sham gap (spin up / spin down): 8.4 / 8.4 eV
lowest unoccupied orbital energy (spin up / spin down): 0.021 / 0.021 Ha
E: -9454.1513 eV



[2]
The following is a quantum chemistry calculation of a structure of composition C9H8AuBrN2, from the Open Molecules 2025 dataset.

Geometry as XYZ:
```
21
Properties=species:S:1:pos:R:3:forces:R:3
Au -2.329 -2.059 -0.809 0.2060 0.0350 -0.0381
N -1.947 0.843 -1.305 0.0611 0.1359 0.0361
C -0.836 1.042 -0.522 -0.1098 -0.1046 -0.0562
C -0.484 2.311 -0.116 0.0661 0.0929 0.0596
C 0.640 2.555 0.688 -0.0890 0.0112 -0.0417
C 1.454 1.532 1.071 0.0190 -0.0465 -0.0018
C 1.135 0.213 0.676 0.0711 0.0392 0.0080
C 1.986 -0.867 0.998 0.0413 0.0468 0.0413
C 1.681 -2.126 0.585 -0.0356 -0.0682 -0.0431
C 0.472 -2.329 -0.098 0.0014 0.0300 -0.0054
N -0.364 -1.354 -0.399 -0.1018 0.0489 0.1350
C -0.032 -0.056 -0.075 0.0137 -0.1266 -0.0869
H -1.986 0.034 -1.903 -0.0208 0.0078 -0.0143
H -2.391 1.664 -1.678 0.0198 -0.0008 -0.0059
H -1.090 3.145 -0.451 0.0004 0.0006 0.0182
H 0.867 3.572 0.980 -0.0050 0.0009 -0.0112
H 2.345 1.706 1.660 -0.0026 -0.0108 -0.0043
H 2.888 -0.669 1.564 -0.0107 0.0065 -0.0084
H 2.322 -2.970 0.795 -0.0149 -0.0020 0.0000
H 0.170 -3.325 -0.391 -0.0007 -0.0065 0.0237
Br -4.502 -2.863 -1.271 -0.1088 -0.0894 -0.0044
```
Forces are in eV/Å.

Properties
highest occupied orbital energy: -8.38 eV
energy relative to the best compared isomer or geometry (same formula, charge and spin): 0.025 eV
F_max: 0.2 eV/A
Kohn-Sham gap: 7.7 eV
lowest unoccupied orbital energy: -0.024 Ha
E: -86179.4364 eV



[3]
The following is a quantum chemistry calculation of a structure of composition C9H8AuFN4O7S, from the Open Molecules 2025 dataset.

Geometry as XYZ:
```
31
Properties=species:S:1:pos:R:3:forces:R:3
Au -0.190 1.635 -0.404 0.0150 -0.0782 -0.0565
O -2.729 0.799 2.640 -0.0948 -0.0399 -0.0064
C -1.999 0.608 1.701 0.3627 0.0559 0.0327
O -1.151 1.551 1.316 -0.2613 0.1698 -0.0733
C -1.954 -0.734 1.024 -0.0621 -0.1025 -0.0715
C -2.770 -1.717 1.582 0.0524 0.0151 -0.0148
C -2.773 -2.998 1.082 0.0173 -0.0120 -0.0171
C -1.974 -3.364 0.007 0.0040 0.0579 0.0027
C -1.188 -2.389 -0.539 -0.0158 -0.0563 0.0639
C -1.144 -1.064 -0.072 -0.1757 0.0447 -0.0662
O -0.349 -0.267 -0.770 0.1045 -0.0383 0.0593
N -0.329 -2.716 -1.690 0.0108 0.0046 0.0296
O 0.790 -3.114 -1.444 0.0183 0.0044 -0.0107
O -0.802 -2.564 -2.794 -0.0075 -0.0057 -0.0305
N -3.635 -4.015 1.695 0.0066 0.0302 0.0006
O -3.596 -5.135 1.224 -0.0037 -0.0218 -0.0048
O -4.330 -3.677 2.629 -0.0089 -0.0084 0.0066
H -3.392 -1.451 2.424 0.0004 0.0038 -0.0005
H -1.985 -4.373 -0.378 -0.0012 -0.0045 0.0035
F 0.000 3.562 -0.128 0.0038 -0.0160 0.0879
C 3.684 3.821 0.114 0.0202 0.0135 -0.0255
N 2.554 3.390 -0.690 0.0209 -0.2089 0.1601
C 2.583 2.345 -1.483 0.1288 0.1423 -0.1508
N 3.730 1.718 -1.743 -0.0242 -0.0729 0.0415
S 1.158 1.767 -2.310 -0.1085 -0.0469 0.2132
H 3.375 4.680 0.700 0.0018 0.0010 -0.0010
H 4.520 4.123 -0.519 0.0005 0.0101 0.0018
H 4.007 3.034 0.800 0.0098 -0.0059 -0.0147
H 1.612 3.734 -0.456 -0.0391 0.0943 -0.0764
H 4.586 1.962 -1.274 0.0120 0.0520 -0.0587
H 3.691 0.846 -2.243 0.0132 0.0185 -0.0239
```
Forces are in eV/Å.

Properties
highest occupied orbital energy: -9.43 eV
energy relative to the best compared isomer or geometry (same formula, charge and spin): 0.000 eV
F_max: 0.4 eV/A
Kohn-Sham gap: 7.6 eV
lowest unoccupied orbital energy: -0.066 Ha
E: -46994.8924 eV



[4]
The following is a quantum chemistry calculation of the molecule C9H8BNO3, from the Open Molecules 2025 dataset.

Geometry as XYZ:
```
22
Properties=species:S:1:pos:R:3:forces:R:3
B 3.232 -0.295 -0.083 -0.1615 0.2392 0.0159
C -3.192 -1.136 0.170 -0.1407 -0.1748 0.0791
C -3.627 0.188 0.108 0.0712 -0.0572 -0.0233
C -1.866 -1.431 0.011 0.1638 0.1026 0.0121
C -2.724 1.203 -0.113 0.2832 0.2348 -0.0698
C -0.899 -0.416 -0.215 -0.8785 0.3103 -0.0152
C -1.368 0.928 -0.291 -0.1128 -0.5404 0.2165
C 0.422 -0.786 -0.406 5.8548 4.4062 1.1613
C 1.467 1.600 0.423 -0.0307 0.1091 -0.0175
C 1.844 0.367 -0.102 -5.2307 -4.8080 -1.6567
N 0.380 2.279 0.358 -0.2566 1.0631 0.6617
O -0.548 1.932 -0.684 0.4695 -0.4395 -0.4111
O 4.259 0.468 0.390 0.2690 0.4227 0.1989
O 3.388 -1.577 -0.517 -0.2117 -0.4888 -0.2242
H -3.905 -1.927 0.347 -0.0347 -0.0596 0.0071
H -4.677 0.414 0.218 -0.0863 0.0472 0.0269
H -1.518 -2.452 0.079 -0.0063 -0.0973 -0.0395
H -3.045 2.232 -0.186 0.0215 0.0681 -0.0115
H 0.771 -1.792 -0.511 -0.0525 -0.3802 -0.0762
H 2.201 2.065 1.079 -0.0986 0.1148 0.1516
H 5.129 0.068 0.408 0.0935 -0.0761 0.0002
H 4.277 -1.932 -0.484 0.0754 0.0039 0.0139
```
Forces are in eV/Å.

Properties
structure (SMILES): OB(O)C1=Cc2ccccc2ON=C1
highest occupied orbital energy (spin up / spin down): -7.64 / -8.38 eV
energy relative to the best compared isomer or geometry (same formula, charge and spin): 1.002 eV
F_max: 7.4 eV/A
Kohn-Sham gap (spin up / spin down): 6.3 / 7.4 eV
lowest unoccupied orbital energy (spin up / spin down): -0.048 / -0.035 Ha
E: -17769.5165 eV



[5]
The following is a quantum chemistry calculation of the ion C9H8Cl3N2O with charge +1, from the Open Molecules 2025 dataset.

Geometry as XYZ:
```
23
Properties=species:S:1:pos:R:3:forces:R:3
C -2.142 1.908 -0.095 0.1576 -0.3849 -0.2151
C -1.695 1.200 -1.232 0.7060 -0.3473 0.8219
C -1.505 1.778 1.138 0.2963 1.2253 0.2023
C -0.552 0.401 -1.107 -0.6992 0.4353 1.1868
C -0.330 0.990 1.251 -0.9552 2.2822 1.8902
C 0.152 0.343 0.122 -2.1723 1.2946 0.4556
C 2.099 -2.403 -0.275 -1.4069 1.5148 1.8921
C 1.429 -0.276 0.194 2.8029 0.0209 -0.0175
C 2.745 0.888 -0.034 -0.8749 -2.7439 1.5026
N 1.514 -1.338 -0.762 1.0429 -0.5289 -0.2344
N 2.150 -2.274 1.038 -2.4280 2.6770 -2.7362
O 1.722 -0.972 1.418 0.0216 -0.6337 -0.5604
Cl 4.132 -0.189 -0.444 0.1462 0.6618 -0.3874
Cl 2.326 2.020 -1.234 0.2159 0.3525 -0.2280
Cl 3.117 1.527 1.587 -0.3919 0.3735 -0.7091
H -2.995 2.572 -0.145 -0.0296 -0.0279 -0.2391
H -2.175 1.250 -2.204 -0.1642 0.1085 0.2731
H -1.825 2.530 1.961 0.5539 -1.8711 -1.2263
H -0.270 -0.256 -1.910 0.0117 0.2726 -0.4645
H 0.146 1.160 2.293 -0.1927 -1.0931 -2.1392
H 2.259 -3.303 -0.770 0.6647 -1.3138 -0.8981
H 1.256 -1.179 -1.706 0.0447 -0.2187 -0.8133
H 2.725 -2.595 1.705 2.6507 -2.0555 2.6438
```
Forces are in eV/Å.

Properties
structure (SMILES): ClC(Cl)(Cl)[C@@]1(c2ccccc2)NC=[NH+]O1
highest occupied orbital energy: -12.91 eV
net charge: +1
energy relative to the best compared isomer or geometry (same formula, charge and spin): 0.000 eV
F_max: 4.5 eV/A
Kohn-Sham gap: 8.8 eV
lowest unoccupied orbital energy: -0.152 Ha
E: -52047.8724 eV



Which value of F_max does entry 1 give? 7.4 eV/A



Repeat the first record exactly.
The following is a quantum chemistry calculation of the molecule C9H8, from the Open Molecules 2025 dataset.

Geometry as XYZ:
```
17
Properties=species:S:1:pos:R:3:forces:R:3
C -0.642 -1.883 0.335 2.0236 -0.6978 0.0560
C 0.400 -1.704 1.183 -2.2395 -1.4458 -1.3781
C -2.141 -0.236 -0.061 1.0868 -1.4925 -1.3082
C -0.898 0.127 -0.461 -1.4946 -1.8289 -1.0809
C -0.029 1.114 0.129 1.6316 0.4149 0.1533
C 1.355 0.532 0.475 -1.5442 -2.3727 -2.2313
C -1.974 -1.739 -0.422 4.9035 5.1571 1.9204
C 1.427 -0.926 0.934 0.0105 2.7106 2.2896
C -0.470 -1.257 -0.998 -3.5449 -0.2890 -1.9500
H -2.806 0.165 0.656 -0.5474 0.6426 0.5975
H 0.124 1.947 -0.534 -0.0324 0.7217 -0.0673
H -0.558 1.366 1.006 -0.2593 1.1657 1.1913
H 1.834 0.327 -0.497 0.2297 0.6248 -0.2042
H 2.032 1.120 1.017 0.5550 1.1250 0.9164
H -2.723 -2.375 -0.584 -2.2621 -2.9018 -1.0406
H 2.400 -0.974 1.313 1.6312 -1.5019 0.3816
H -0.124 -1.511 -2.044 -0.1476 -0.0320 1.7545
```
Forces are in eV/Å.

Properties
structure (SMILES): C1=CCCC2=C[C@@H]3C=1[C@H]23
highest occupied orbital energy (spin up / spin down): -7.83 / -7.83 eV
energy relative to the best compared isomer or geometry (same formula, charge and spin): 7.236 eV
F_max: 7.4 eV/A
Kohn-Sham gap (spin up / spin down): 8.4 / 8.4 eV
lowest unoccupied orbital energy (spin up / spin down): 0.021 / 0.021 Ha
E: -9454.1513 eV